Here is a molecular structure, C18H11AuFNO2 from OMol25. Energies are from ωB97M-V/def2-TZVPD.

```
! wB97M-V def2-TZVPD RIJCOSX def2/J DEFGRID3
* xyz 0 1
Au 2.164 0.338 -1.722
O 5.864 0.735 -0.318
C 4.714 0.478 -0.570
O 4.186 0.320 -1.741
C 3.742 0.220 0.579
C 4.229 0.291 1.887
C 3.375 0.049 2.918
C 2.034 -0.288 2.647
C 1.125 -0.572 3.694
C -0.164 -0.917 3.419
C -0.589 -1.002 2.079
C 0.262 -0.734 1.045
C 1.593 -0.352 1.303
N 2.480 -0.072 0.282
H 5.271 0.543 2.012
H 3.710 0.099 3.947
H 1.482 -0.511 4.714
H -0.856 -1.133 4.221
H -1.610 -1.285 1.859
H -0.078 -0.802 0.025
F 2.073 0.817 -3.572
C 0.217 0.363 -1.859
C -0.981 0.328 -1.981
C -2.409 0.304 -2.117
C -3.073 1.343 -2.771
C -4.453 1.322 -2.888
C -5.184 0.267 -2.359
C -4.530 -0.771 -1.711
C -3.150 -0.754 -1.589
H -2.496 2.158 -3.185
H -4.960 2.131 -3.398
H -6.262 0.253 -2.455
H -5.096 -1.598 -1.302
H -2.634 -1.566 -1.091
*
```

Its energy relative to the best compared isomer or geometry (same formula, charge and spin) is 20.6 kJ/mol. For the HOMO energy, the calculation gives -8.790 eV. As for the lowest unoccupied orbital energy: -1.38 eV. The value obtained for the strongest force on any atom is 0.402 eV Å⁻¹.

Results of the natural (NBO) charge analysis, in e, for atoms 1 through 4:
1 Au 1.435
2 O -0.577
3 C 0.735
4 O -0.730

Here is 2 unconnected molecules or ions with the total composition C5H14N2O at a distorted geometry from OMol25. Energies are from ωB97M-V/def2-TZVPD.

```
! wB97M-V def2-TZVPD RIJCOSX def2/J DEFGRID3
* xyz 0 1
C -0.482 -2.124 0.874
C 0.108 -0.944 0.700
C 1.341 -0.851 -0.171
C 1.016 -0.066 -1.485
N -0.140 -0.514 -2.235
N -0.368 0.231 1.291
C 0.567 1.166 1.837
H -0.361 -3.081 0.391
H -1.222 -2.212 1.661
H 1.592 -1.881 -0.454
H 2.201 -0.318 0.255
H 1.029 1.016 -1.434
H 1.956 -0.349 -2.084
H -0.391 -1.459 -1.983
H -0.957 0.061 -2.020
H -1.337 0.243 1.546
H 0.408 2.216 1.540
H 1.596 0.891 1.746
H 0.445 1.158 2.968
O -2.715 2.126 -0.963
H -2.375 2.854 -1.492
H -1.911 1.835 -0.488
*
```

Its energy relative to the best compared isomer or geometry (same formula, charge and spin) is 251.2 kJ/mol. For the HOMO energy, the calculation gives -8.189 eV. As for the lowest unoccupied orbital energy: 0.68 eV. The value obtained for the strongest force on any atom is 3.227 eV Å⁻¹. Its SMILES is C=C(CCN)NC.O.

Results of the natural (NBO) charge analysis, in e, for atoms 1 through 4:
1 C -0.522
2 C 0.202
3 C -0.466
4 C -0.208

Here is C4H12N2S in the gas phase at a distorted geometry from OMol25. Energies are from ωB97M-V/def2-TZVPD.

```
! wB97M-V def2-TZVPD RIJCOSX def2/J DEFGRID3
* xyz 0 1
C -2.262 0.442 0.822
N -0.901 0.343 1.367
C 0.145 -0.101 0.423
C -0.272 -0.520 -0.979
N 0.843 -1.101 -1.732
C 1.307 0.913 0.447
S 2.983 0.203 0.525
H -2.619 -0.542 0.512
H -2.340 1.081 -0.046
H -2.885 0.898 1.581
H -0.973 -0.344 2.106
H 0.617 -1.006 0.828
H -1.149 -1.164 -0.949
H -0.568 0.402 -1.496
H 1.604 -1.297 -1.079
H 0.611 -2.014 -2.102
H 1.154 1.831 1.007
H 1.314 1.380 -0.549
H 3.390 0.596 -0.686
*
```

Its energy relative to the best compared isomer or geometry (same formula, charge and spin) is 103.7 kJ/mol. For the HOMO energy, the calculation gives -8.935 eV. As for the lowest unoccupied orbital energy: 0.97 eV. The value obtained for the strongest force on any atom is 2.762 eV Å⁻¹. Its SMILES is CN[C@@H](CN)CS.

Results of the natural (NBO) charge analysis, in e, for atoms 1 through 4:
1 C -0.418
2 N -0.620
3 C -0.075
4 C -0.228

Here is 9 unconnected molecules or ions with the total composition C20H42Br16FN2O3S at a distorted geometry from OMol25. Energies are from ωB97M-V/def2-TZVPD.

```
! wB97M-V def2-TZVPD RIJCOSX def2/J DEFGRID3
* xyz 1 1
N 1.570 0.224 -1.110
C 0.954 1.126 -2.017
C 0.955 2.552 -1.478
O -0.053 3.398 -1.980
C -1.333 2.827 -2.096
C -1.427 1.426 -1.514
S -3.111 0.757 -1.623
O -3.999 1.829 -1.623
O -3.241 -0.117 -0.539
F -3.162 -0.029 -2.933
N -0.459 0.591 -2.278
H 2.401 -0.196 -1.499
H 1.740 0.646 -0.208
H 1.508 1.074 -2.946
H 0.996 2.543 -0.386
H 1.901 2.982 -1.793
H -1.557 2.738 -3.166
H -2.119 3.451 -1.692
H -1.183 1.342 -0.460
H -0.697 0.651 -3.273
H -0.465 -0.397 -1.996
Br 5.027 -1.299 -1.819
C 5.528 0.561 -2.130
C 6.577 1.025 -1.158
Br 5.798 1.360 0.592
H 4.616 1.148 -2.068
H 5.906 0.591 -3.150
H 7.000 1.974 -1.479
H 7.375 0.304 -1.018
Br 1.835 -3.266 -4.372
C 2.913 -4.727 -3.659
C 2.317 -5.289 -2.397
Br 2.636 -4.108 -0.885
H 3.914 -4.334 -3.514
H 2.929 -5.480 -4.443
H 2.792 -6.231 -2.135
H 1.244 -5.433 -2.464
Br -8.034 -1.159 3.543
C -6.231 -1.352 2.845
C -6.156 -0.985 1.386
Br -6.895 -2.385 0.254
H -5.929 -2.377 3.034
H -5.619 -0.676 3.440
H -5.120 -0.879 1.071
H -6.697 -0.073 1.156
Br -7.520 -5.110 -1.787
C -9.311 -4.812 -2.490
C -10.316 -4.635 -1.383
Br -10.769 -6.331 -0.548
H -9.539 -5.653 -3.136
H -9.239 -3.906 -3.087
H -11.252 -4.249 -1.780
H -9.959 -3.980 -0.594
Br -0.330 -2.792 0.928
C -1.602 -2.576 2.389
C -2.174 -1.186 2.410
Br -0.889 0.098 3.118
H -1.078 -2.831 3.303
H -2.385 -3.308 2.205
H -3.035 -1.131 3.073
H -2.455 -0.837 1.424
Br 5.269 -0.096 4.883
C 3.332 -0.166 5.065
C 2.683 -0.712 3.825
Br 2.663 0.625 2.408
H 3.007 0.841 5.310
H 3.145 -0.821 5.912
H 1.639 -0.953 4.010
H 3.188 -1.585 3.424
Br 3.389 2.945 6.805
C 5.272 2.641 7.206
C 6.010 3.937 7.405
Br 6.366 4.822 5.709
H 5.670 2.044 6.393
H 5.277 2.054 8.122
H 6.987 3.751 7.845
H 5.465 4.644 8.021
Br -0.024 5.241 -6.104
C 1.390 5.888 -4.935
C 2.668 5.120 -5.134
Br 2.561 3.359 -4.303
H 1.013 5.819 -3.920
H 1.533 6.933 -5.199
H 3.498 5.621 -4.643
H 2.912 4.956 -6.177
*
```

For the HOMO energy, the calculation gives -11.281 eV. As for the lowest unoccupied orbital energy: -2.83 eV. The value obtained for the strongest force on any atom is 2.453 eV Å⁻¹.

Results of the Mulliken charge analysis, in e, for atoms 1 through 4:
1 N 0.082
2 C 0.172
3 C -1.195
4 O -0.310

Electronic energy for every record listed, in sequence, given in Eh: -1133.24317, -383.60504, -667.25538, -42804.51358.